(1)
{"formula": "C28H21BrF8MnN4O2S2Se", "method": "the ωB97M-V functional and the def2-TZVPD basis", "charge": 2, "spin_multiplicity": 2, "energy_ev": -249535.8606, "elements": ["F", "H", "S", "H", "H", "Br", "C", "C", "H", "N", "C", "H", "Se", "C", "C", "S", "H", "C", "F", "H", "N", "C", "C", "H", "H", "C", "C", "C", "H", "C", "F", "Mn", "C", "C", "N", "H", "F", "C", "H", "F", "C", "C", "F", "F", "H", "H", "O", "C", "O", "C", "C", "C", "C", "C", "H", "C", "N", "H", "C", "H", "C", "F", "C", "H", "H", "H", "H", "C"], "positions_angstrom": [[-1.611, 2.042, 1.908], [-4.632, 1.486, -0.594], [-0.648, -0.562, 1.543], [0.660, 2.815, 0.376], [2.650, 2.883, -1.929], [-0.404, -4.528, -1.034], [-2.079, -0.382, 0.572], [-0.023, 4.310, -3.913], [2.177, 5.060, -0.781], [-2.345, -1.537, -0.060], [-2.888, 0.738, 0.388], [-3.576, -2.614, -1.307], [-1.709, -3.849, 1.979], [0.967, 5.080, -4.501], [-3.419, -1.654, -0.835], [0.264, -1.363, -1.546], [-0.940, 4.757, -3.562], [1.351, 2.339, -4.201], [-1.967, -2.228, 7.750], [0.818, 6.141, -4.620], [1.085, -3.168, 0.797], [-1.071, -4.021, 4.751], [2.425, 2.907, -0.861], [-5.157, -0.713, -1.664], [3.055, 2.163, -0.367], [-1.866, -2.547, 6.478], [-2.390, -2.107, 4.173], [-4.288, -0.594, -1.036], [0.300, 3.059, -1.336], [0.954, 2.536, -0.640], [-2.010, 2.851, -0.035], [-0.684, -2.463, 0.362], [3.433, -4.680, 0.661], [2.745, 4.279, -0.285], [-0.538, 0.797, -2.718], [4.126, -3.299, 2.182], [-3.132, -0.650, 5.867], [2.329, -4.973, -0.173], [3.223, 2.650, -5.182], [-2.972, -1.381, 3.206], [-2.540, 2.093, 0.950], [0.152, 0.371, -1.669], [-3.597, 2.727, 1.423], [-0.540, -4.427, 7.007], [1.241, 0.573, -0.042], [2.525, 4.299, 0.780], [-2.083, 2.410, -3.132], [2.324, 3.116, -4.808], [4.487, -5.451, 0.568], [2.136, 4.485, -4.956], [1.207, -4.202, -0.037], [3.311, -3.588, 1.536], [2.137, -2.872, 1.569], [0.166, 2.931, -3.749], [1.500, 1.272, -4.115], [-4.002, 0.624, -0.437], [0.763, 1.101, -0.765], [2.379, -5.792, -0.875], [-0.922, 2.143, -3.185], [2.900, 5.084, -5.427], [-2.477, -1.742, 5.508], [-0.372, -5.077, 4.334], [-1.694, -3.246, 3.775], [-1.066, 0.070, -3.190], [3.800, 4.492, -0.419], [2.006, -2.036, 2.243], [5.189, -5.246, 1.205], [-1.145, -3.685, 6.097]], "atomic_forces_ev_per_a": [[0.0, -0.2, 0.3], [-0.1, 0.1, -0.1], [0.1, -0.7, -0.1], [-0.1, 0.0, -0.1], [0.0, -0.1, 0.0], [0.4, -0.2, 0.0], [-0.5, 0.8, 0.2], [0.1, -0.2, 0.0], [-0.1, 0.1, 0.0], [-0.1, 0.5, -0.1], [-0.1, -0.1, -0.1], [0.0, 0.0, 0.0], [0.4, 0.0, -0.5], [-0.2, 0.0, 0.1], [-0.4, 0.0, -0.3], [0.2, -1.0, -0.4], [-0.1, 0.1, 0.0], [-0.1, 0.1, 0.0], [0.1, 0.0, -0.1], [0.0, 0.1, 0.0], [0.3, -0.8, -0.8], [0.0, 0.2, -0.3], [-0.2, 0.1, 0.0], [0.0, -0.1, 0.0], [0.0, -0.1, 0.0], [0.0, -0.1, -0.4], [0.2, -0.1, -0.3], [0.2, -0.2, 0.0], [0.1, 0.0, 0.2], [0.2, 0.5, 0.0], [-0.1, 0.1, -0.1], [-0.8, 1.1, 1.9], [-0.9, 0.6, 0.1], [0.0, -0.2, -0.1], [-0.3, 0.0, -0.2], [0.1, 0.0, 0.1], [0.0, 0.0, 0.0], [0.0, -0.1, 0.0], [0.1, 0.0, 0.0], [-0.3, 0.1, 0.6], [0.3, 0.1, -0.3], [0.1, 0.0, 0.6], [-0.3, 0.1, 0.1], [0.0, 0.0, 0.0], [-0.2, -0.1, -0.3], [0.0, 0.1, 0.1], [0.0, 0.1, 0.0], [0.0, 0.0, 0.0], [0.4, -0.3, -0.1], [0.0, -0.2, 0.1], [0.9, -0.5, 0.1], [-0.1, -0.1, -0.1], [0.0, 0.1, 0.1], [0.4, 0.6, -0.4], [0.0, -0.1, 0.0], [0.3, -0.1, 0.3], [0.0, -0.2, -0.2], [0.0, -0.1, 0.0], [0.1, -0.2, 0.1], [0.1, 0.1, 0.0], [0.1, -0.2, -0.1], [0.0, -0.1, 0.4], [-0.1, 0.5, 0.2], [0.1, 0.0, 0.2], [0.1, 0.1, 0.0], [0.1, 0.0, 0.0], [-0.2, 0.1, -0.1], [-0.1, 0.1, -0.2]]}

=====

(2)
{"formula": "C28H21Cl3FeGeN4O3S5", "method": "the ωB97M-V functional and the def2-TZVPD basis", "charge": -1, "spin_multiplicity": 2, "energy_ev": -224133.5121, "elements": ["Cl", "C", "C", "H", "H", "C", "C", "C", "C", "C", "C", "C", "H", "C", "Cl", "C", "Cl", "H", "N", "C", "S", "S", "C", "H", "H", "C", "H", "C", "N", "Fe", "H", "C", "H", "H", "H", "O", "S", "H", "H", "H", "H", "C", "C", "H", "C", "H", "S", "C", "O", "C", "O", "H", "C", "H", "C", "Ge", "C", "H", "N", "H", "C", "C", "N", "C", "S", "C"], "positions_angstrom": [[4.249, -2.136, 1.325], [-2.397, 3.544, -1.807], [0.331, -1.501, -2.681], [-2.981, -3.180, -3.010], [-2.608, -6.108, 0.098], [-3.345, 7.787, -2.622], [-1.287, 8.227, -1.796], [-1.918, 6.037, -1.945], [-0.832, 5.006, 1.876], [-2.587, -3.493, -2.049], [0.175, 3.021, -1.200], [-3.140, 6.424, -2.459], [0.627, -2.397, -2.138], [-1.573, -4.263, 0.419], [3.105, -3.358, -1.643], [3.298, 1.385, -1.915], [2.064, -4.835, 1.258], [1.907, -0.254, -4.516], [1.526, -0.027, -1.192], [0.499, 2.590, 1.676], [-1.833, 1.099, 1.440], [0.049, 9.419, -1.422], [-0.201, 4.333, -1.400], [-1.356, 5.951, 1.947], [-2.630, 3.837, 1.686], [3.076, 1.015, -3.226], [-3.538, -5.414, -2.093], [-1.521, 4.617, -1.717], [-0.663, 1.980, -1.276], [-0.382, 0.193, -0.088], [0.509, 5.145, -1.316], [-2.378, -5.128, -0.304], [1.117, 5.906, 2.026], [3.672, 1.440, -4.024], [1.204, 2.796, -0.978], [-0.625, 10.559, -0.837], [1.307, 0.999, 1.618], [4.077, 2.092, -1.658], [3.470, 0.498, 0.924], [-3.901, 5.705, -2.740], [-1.167, -4.552, 1.380], [-1.548, 3.825, 1.739], [-0.901, 2.590, 1.626], [3.147, 2.208, 0.619], [1.343, -0.424, -2.457], [-3.443, 3.691, -2.041], [-1.338, -1.069, -2.067], [2.738, 1.204, 0.524], [0.928, 8.703, -0.515], [2.083, 0.089, -3.504], [0.598, 9.636, -2.752], [-2.608, 1.418, -1.621], [2.493, 0.848, -0.919], [-4.277, 8.167, -3.033], [0.557, 4.984, 1.929], [2.301, -2.796, 0.404], [-1.934, 2.264, -1.574], [0.257, -1.743, -3.738], [-0.998, 6.935, -1.620], [2.300, 3.739, 1.928], [-1.265, -2.992, -0.079], [-2.899, -4.742, -1.533], [-2.441, 8.700, -2.299], [1.217, 3.769, 1.856], [-0.324, -1.912, 0.919], [-1.761, -2.630, -1.339]], "atomic_forces_ev_per_a": [[-0.2, 0.1, 0.0], [-0.2, 0.0, -0.1], [-0.2, 0.0, -0.2], [0.0, 0.0, 0.0], [0.0, 0.0, 0.0], [0.1, 0.1, 0.0], [-0.1, -0.2, -0.1], [0.1, 0.0, 0.1], [-0.1, -0.1, 0.0], [0.0, 0.0, 0.0], [0.0, 0.1, -0.2], [-0.4, -0.2, -0.2], [0.1, 0.0, 0.0], [0.0, 0.0, -0.1], [-0.2, 0.1, 0.1], [0.1, 0.0, 0.0], [0.0, 0.2, 0.0], [0.0, 0.0, 0.0], [-0.7, 0.3, -0.1], [0.2, 0.3, 0.2], [-0.3, 0.0, 0.0], [0.1, 0.1, 0.0], [0.2, 0.0, -0.2], [0.0, 0.0, -0.1], [0.0, 0.0, 0.0], [0.0, 0.0, 0.0], [0.0, 0.0, 0.0], [0.0, 0.1, 0.0], [0.1, 0.1, 0.7], [1.4, -0.5, -0.7], [0.0, 0.0, 0.0], [0.0, 0.1, 0.0], [0.0, 0.0, 0.0], [0.0, 0.0, 0.0], [0.0, 0.0, 0.1], [-0.1, -0.1, 0.0], [-0.7, -0.1, -0.5], [0.0, 0.0, 0.0], [0.1, 0.0, 0.0], [0.0, 0.1, 0.0], [0.0, 0.0, 0.0], [0.1, 0.0, 0.0], [-0.1, -0.1, 0.1], [0.0, 0.0, 0.0], [0.1, -0.1, -0.1], [0.0, -0.1, 0.0], [0.1, 0.4, 0.7], [-0.1, 0.0, 0.1], [-0.1, -0.1, 0.0], [0.1, -0.1, -0.1], [-0.1, 0.0, 0.1], [0.0, 0.1, 0.1], [0.1, -0.1, 0.2], [0.0, -0.1, 0.0], [0.0, 0.0, 0.0], [0.1, -0.3, -0.1], [-0.2, -0.2, -0.1], [0.0, 0.0, 0.0], [0.0, 0.5, 0.0], [-0.1, 0.0, 0.0], [-0.1, -0.1, -0.1], [0.0, 0.0, 0.0], [0.4, -0.2, 0.2], [0.0, -0.1, 0.0], [0.3, 0.4, 0.1], [-0.1, -0.1, 0.0]]}

=====

(3)
{"formula": "C28H21ClF9MnN5O8S", "method": "the ωB97M-V functional and the def2-TZVPD basis", "charge": -2, "spin_multiplicity": 2, "energy_ev": -132351.1689, "elements": ["H", "C", "O", "O", "O", "O", "C", "C", "H", "C", "H", "H", "H", "N", "N", "C", "C", "C", "C", "F", "C", "C", "H", "H", "C", "C", "N", "F", "C", "C", "Mn", "C", "C", "H", "O", "O", "O", "F", "O", "H", "C", "H", "H", "S", "H", "H", "C", "F", "H", "F", "H", "C", "C", "C", "F", "F", "N", "C", "C", "C", "H", "F", "H", "C", "F", "N", "C", "H", "C", "Cl", "H", "H", "H", "C"], "positions_angstrom": [[1.809, 3.661, -4.075], [-2.881, -1.924, 0.398], [-2.641, 3.839, -1.326], [4.851, 0.220, 4.856], [-5.151, 0.342, -2.567], [5.138, 0.651, 0.514], [-3.685, -0.853, -0.321], [-0.970, 1.352, 2.080], [-4.038, 0.355, 3.115], [3.895, 0.552, 0.380], [-1.958, -1.443, -4.665], [1.346, 3.272, 0.770], [-4.644, -1.254, -0.657], [1.761, 0.660, 1.480], [-1.614, 1.818, -1.080], [1.805, 4.754, -2.225], [3.063, 0.585, 1.634], [3.159, -3.210, -0.438], [-2.958, 0.389, 3.037], [0.925, -2.399, -2.418], [1.708, 3.624, -2.999], [-0.797, -0.478, 3.645], [-3.631, -1.838, -2.831], [-2.696, -2.787, -0.241], [4.748, 0.387, 3.658], [3.412, 0.446, 3.000], [1.214, 0.527, 2.701], [-0.457, -3.508, -1.198], [-2.177, -0.511, 3.751], [-2.191, -0.660, -3.942], [1.214, 0.220, -0.721], [1.679, 4.659, -0.837], [-2.715, -1.270, -2.648], [-1.915, -1.551, 0.730], [-0.774, -0.272, -0.939], [5.790, 0.562, 2.877], [1.467, -1.636, 0.138], [-0.013, -3.398, 1.482], [3.261, 0.408, -0.681], [-1.275, -0.092, -3.768], [0.847, -3.324, -1.473], [-2.931, 0.004, -4.398], [-3.914, -0.047, 0.384], [1.347, 0.867, -3.181], [-2.940, 1.995, 1.601], [1.982, 5.717, -2.691], [-1.727, 0.502, -1.185], [3.921, -2.583, 0.451], [-4.493, 2.708, -2.340], [0.996, -5.106, 0.670], [-1.968, -1.944, -2.232], [1.473, 2.378, -2.383], [-3.029, -0.215, -1.572], [-2.628, 2.624, -1.454], [3.541, -2.802, -1.647], [3.476, -4.520, -0.354], [-3.786, 2.051, -2.043], [-0.202, 0.475, 2.830], [2.188, 0.400, 3.635], [1.449, 3.409, -0.302], [-3.441, -2.271, 1.271], [2.024, -3.774, 2.012], [1.747, 5.526, -0.195], [1.152, -3.808, 0.994], [1.286, -4.486, -2.011], [1.345, 2.311, -1.042], [-2.351, 1.308, 2.194], [-0.514, 2.041, 1.381], [-4.082, 0.730, -2.121], [1.835, 0.357, 5.304], [5.530, 0.647, 1.873], [-0.192, -1.206, 4.167], [-2.641, -1.260, 4.379], [1.635, -2.901, -0.189]], "atomic_forces_ev_per_a": [[0.0, 0.0, 0.0], [0.0, 0.0, 0.0], [0.0, 0.1, 0.0], [0.0, 0.0, 0.1], [0.0, 0.0, -0.1], [0.0, 0.1, -0.3], [0.0, 0.1, 0.0], [0.0, 0.1, 0.0], [0.0, 0.0, 0.0], [-0.1, -0.1, 0.0], [0.0, 0.0, 0.0], [0.0, 0.0, 0.0], [0.0, 0.0, 0.0], [-0.3, -0.4, -0.1], [-0.1, 0.0, 0.1], [0.0, 0.0, 0.0], [0.0, 0.1, 0.0], [-0.1, 0.0, 0.0], [0.0, 0.0, 0.0], [0.0, 0.1, -0.1], [0.0, 0.0, 0.0], [0.0, 0.0, 0.0], [0.0, 0.0, 0.0], [0.0, 0.0, 0.0], [0.2, 0.1, -0.1], [0.0, -0.1, 0.0], [0.1, -0.1, -0.1], [-0.1, 0.0, 0.0], [0.0, 0.0, 0.0], [0.0, 0.0, 0.0], [0.5, 0.6, 0.3], [0.0, 0.0, 0.0], [-0.1, -0.1, 0.1], [0.0, 0.0, 0.0], [0.2, 0.4, 0.3], [0.0, 0.0, 0.5], [-0.3, 0.0, -0.2], [-0.4, 0.2, 0.1], [0.2, 0.0, 0.0], [0.0, 0.0, 0.0], [0.0, 0.0, 0.1], [0.0, 0.0, 0.0], [0.0, 0.0, 0.0], [0.0, -0.2, 0.0], [0.0, 0.0, 0.0], [0.0, 0.0, 0.0], [-0.1, -0.1, -0.1], [0.1, 0.2, 0.3], [0.0, 0.0, 0.0], [0.0, -0.3, -0.2], [0.0, 0.0, 0.0], [0.0, 0.1, 0.0], [0.0, 0.0, -0.2], [0.0, 0.0, 0.1], [0.0, 0.1, -0.3], [0.0, -0.4, 0.0], [-0.1, 0.0, -0.1], [0.0, 0.0, 0.0], [0.0, 0.1, 0.1], [0.0, 0.0, 0.0], [0.0, 0.0, 0.0], [0.3, 0.1, 0.2], [0.0, 0.0, 0.0], [0.1, 0.0, -0.1], [0.0, -0.1, 0.0], [-0.2, -0.3, -0.3], [0.0, 0.0, 0.0], [0.0, 0.0, 0.0], [0.0, 0.0, 0.0], [0.0, 0.0, 0.0], [0.0, -0.1, -0.2], [0.0, 0.0, 0.0], [0.0, 0.0, 0.0], [0.2, -0.1, 0.0]]}

=====

(4)
{"formula": "C28H21ClN4OPd", "method": "the ωB97M-V functional and the def2-TZVPD basis", "charge": -2, "energy_ev": -53387.3656, "elements": ["C", "C", "H", "H", "C", "C", "C", "C", "C", "H", "C", "C", "H", "H", "C", "H", "C", "H", "C", "Cl", "C", "N", "H", "C", "H", "C", "C", "C", "H", "H", "C", "C", "C", "H", "H", "O", "N", "C", "H", "C", "Pd", "H", "N", "H", "C", "C", "C", "H", "H", "C", "N", "C", "H", "H", "C", "H"], "positions_angstrom": [[0.262, 0.608, 4.316], [-0.942, 4.393, -3.418], [2.978, -2.105, -1.168], [2.907, -3.424, -3.031], [-0.862, 3.003, -3.384], [1.608, 0.988, 4.146], [2.349, 0.455, 3.069], [3.672, -0.658, 0.801], [-4.192, 0.042, 1.806], [0.897, 1.988, 0.270], [1.826, -3.491, -3.004], [-0.302, -3.002, -1.908], [-0.383, 5.009, -0.132], [-0.322, 0.986, 5.149], [-0.334, -0.257, 3.441], [-4.810, 0.911, 1.985], [-0.432, 3.060, -1.008], [4.251, 1.412, 3.456], [-2.877, 0.055, 1.357], [2.100, -4.862, -5.344], [1.140, -2.899, -1.918], [-2.404, -1.227, 1.248], [-1.357, -0.586, 3.555], [-4.548, -1.314, 1.952], [4.191, -1.060, -0.057], [1.654, -0.416, 2.175], [2.290, -0.936, 1.021], [-0.919, -3.671, -2.977], [5.386, 0.392, 1.501], [-0.260, 2.987, 1.141], [1.923, -2.207, -0.945], [-0.147, 2.317, 0.279], [-2.042, 1.211, 1.062], [-2.001, -3.723, -2.951], [-0.729, -4.762, -4.836], [-1.071, -2.500, -0.983], [-0.973, 1.127, 0.387], [-0.611, 2.343, -2.193], [-1.143, 4.906, -4.350], [-3.414, -2.045, 1.597], [-0.448, -1.588, 0.702], [-5.500, -1.718, 2.264], [0.342, -0.770, 2.377], [-0.563, 1.261, -2.158], [-0.516, 4.446, -1.050], [3.712, 0.738, 2.799], [4.339, 0.170, 1.686], [-0.833, 6.195, -2.256], [-0.998, 2.429, -4.293], [1.163, -4.143, -4.021], [1.479, -1.664, 0.193], [-0.217, -4.249, -4.032], [2.085, 1.681, 4.829], [-3.272, -3.115, 1.596], [-0.767, 5.113, -2.245], [-2.364, 2.166, 1.505]], "atomic_forces_ev_per_a": [[0.1, 0.1, 0.1], [0.0, 0.0, 0.1], [0.0, 0.0, 0.0], [0.0, 0.0, 0.0], [0.0, 0.1, 0.0], [0.0, -0.3, -0.4], [0.1, 0.4, 0.5], [0.7, 0.2, 0.0], [-0.2, -0.1, 0.1], [0.0, 0.0, 0.1], [0.0, 0.0, 0.1], [0.2, 0.0, 0.0], [0.0, 0.0, 0.0], [0.0, 0.0, 0.0], [-0.1, -0.2, 0.0], [0.0, 0.0, 0.0], [0.0, -0.1, -0.1], [0.0, 0.0, 0.0], [0.2, 0.1, -0.1], [0.0, 0.0, 0.1], [-0.1, -0.1, -0.1], [-0.1, 0.2, -0.1], [0.0, 0.1, 0.0], [0.1, 0.1, -0.1], [0.0, 0.0, 0.0], [-0.9, -0.4, 0.0], [-0.8, -0.5, -0.3], [0.0, -0.1, -0.1], [0.0, 0.0, 0.0], [-0.1, 0.1, 0.0], [-0.1, 0.1, 0.1], [0.0, -0.1, -0.1], [-0.2, -0.3, 0.2], [0.0, 0.0, 0.0], [0.0, 0.0, 0.0], [-0.1, 0.1, 0.2], [0.1, 0.3, -0.1], [0.0, 0.0, 0.0], [0.0, 0.0, 0.0], [0.0, 0.0, 0.1], [0.3, -0.3, 0.0], [0.0, 0.0, 0.0], [0.6, 0.5, -0.3], [0.0, 0.0, 0.0], [0.0, 0.0, 0.0], [0.0, 0.1, 0.1], [-0.3, -0.3, -0.3], [0.0, 0.0, 0.0], [0.0, 0.0, 0.0], [0.0, 0.0, 0.0], [0.5, 0.2, 0.2], [0.0, 0.0, 0.0], [0.0, 0.0, 0.0], [0.0, 0.0, 0.0], [0.0, 0.0, 0.0], [0.0, 0.0, 0.0]]}

=====

Computed energy relative to the best compared isomer or geometry (same formula, charge and spin), in the same sequence as the records: 45.1; 28.1; 80.7; 8.9 kJ/mol.
Computed strongest force on any atom, in the same sequence as the records: 2.3; 1.6; 0.8; 1.0 eV Å⁻¹.